(1)
This record from OMol25 describes a 12-piece molecular cluster, C63H171F3N27O18P9 overall. The level of theory is the ωB97M-V functional and the def2-TZVPD basis.

- E_HOMO: -8.232 eV
- Charge: 0
- Kohn-Sham gap: 8.37 eV
- Energy: -8708.04699 a.u.
- Energy above the lowest of the compared OMol25 structures with the same formula, charge and spin: 0.0 kJ/mol
- SMILES: CN(C)P(=O)(N(C)C)N(C)C.CN(C)P(=O)(N(C)C)N(C)C.CN(C)P(=O)(N(C)C)N(C)C.CN(C)P(=O)(N(C)C)N(C)C.CN(C)P(=O)(N(C)C)N(C)C.CN(C)P(=O)(N(C)C)N(C)C.CN(C)P(=O)(N(C)C)N(C)C.CN(C)P(=O)(N(C)C)N(C)C.CN(C)P(=O)(N(C)C)N(C)C.O=C1OC[C@@H](F)O1.O=C1OC[C@@H](F)O1.O=C1OC[C@@H](F)O1

CARTESIAN COORDINATES (ANGSTROEM)
C: 0.005 0.991 -3.995
N: -0.742 -0.177 -4.441
C: -0.022 -1.439 -4.462
P: -2.010 -0.056 -5.548
O: -2.688 -1.375 -5.650
N: -2.806 1.242 -4.965
C: -3.213 1.135 -3.591
C: -3.865 1.769 -5.843
N: -1.565 0.440 -7.093
C: -0.775 1.697 -7.222
C: -1.290 -0.597 -8.084
H: 0.948 1.172 -4.530
H: 0.284 0.738 -2.978
H: -0.639 1.854 -3.929
H: 0.832 -1.384 -5.174
H: -0.740 -2.212 -4.761
H: 0.391 -1.709 -3.488
H: -2.444 0.653 -2.983
H: -3.347 2.169 -3.245
H: -4.152 0.587 -3.438
H: -4.192 2.767 -5.513
H: -3.426 1.770 -6.825
H: -4.678 1.041 -5.786
H: 0.284 1.574 -6.925
H: -0.828 2.073 -8.249
H: -1.272 2.458 -6.587
H: -1.506 -0.237 -9.105
H: -1.822 -1.502 -7.828
H: -0.219 -0.826 -8.055
C: -5.522 -0.834 8.792
N: -5.981 0.069 7.713
C: -6.142 1.486 8.018
P: -5.636 -0.247 6.129
O: -4.690 0.675 5.443
N: -5.237 -1.833 6.118
C: -4.066 -2.266 5.337
C: -6.272 -2.836 6.489
N: -7.193 -0.176 5.410
C: -8.099 0.976 5.723
C: -7.078 -0.549 3.979
H: -4.439 -0.945 8.688
H: -5.983 -1.825 8.722
H: -5.723 -0.438 9.787
H: -5.312 1.891 8.606
H: -7.056 1.632 8.606
H: -6.183 2.055 7.068
H: -3.515 -2.937 5.994
H: -4.363 -2.864 4.476
H: -3.481 -1.394 5.013
H: -7.143 -2.267 6.838
H: -6.551 -3.439 5.621
H: -5.952 -3.503 7.294
H: -8.054 1.062 6.788
H: -7.743 1.912 5.273
H: -9.134 0.759 5.394
H: -7.902 -1.185 3.630
H: -6.158 -1.092 3.792
H: -7.028 0.269 3.243
C: -5.844 -1.235 -2.013
N: -6.662 -2.324 -1.504
C: -6.768 -3.563 -2.266
P: -6.703 -2.419 0.190
O: -6.344 -1.053 0.658
N: -8.227 -3.088 0.432
C: -9.348 -2.515 -0.339
C: -8.550 -3.552 1.779
N: -5.731 -3.524 0.989
C: -5.746 -4.973 0.696
C: -4.419 -2.940 1.385
H: -5.745 -0.451 -1.263
H: -6.250 -0.751 -2.926
H: -4.845 -1.575 -2.292
H: -5.792 -4.067 -2.335
H: -7.128 -3.377 -3.287
H: -7.499 -4.203 -1.774
H: -9.775 -1.675 0.244
H: -8.932 -2.139 -1.268
H: -10.121 -3.268 -0.511
H: -8.986 -2.729 2.377
H: -9.346 -4.300 1.681
H: -7.649 -3.924 2.281
H: -5.256 -5.475 1.538
H: -6.778 -5.334 0.691
H: -5.261 -5.257 -0.236
H: -4.262 -3.247 2.410
H: -4.447 -1.861 1.255
H: -3.581 -3.356 0.790
C: -1.491 -4.947 -4.782
N: -0.987 -6.189 -4.227
C: -1.737 -7.378 -4.477
P: 0.017 -6.354 -2.877
O: 0.527 -7.754 -2.774
N: 1.018 -5.059 -3.166
C: 1.879 -5.210 -4.367
C: 1.835 -4.508 -2.107
N: -0.624 -5.885 -1.407
C: -1.390 -4.663 -1.256
C: -0.601 -6.899 -0.385
H: -2.109 -5.090 -5.681
H: -0.630 -4.368 -5.112
H: -2.071 -4.317 -4.111
H: -2.723 -7.196 -4.044
H: -1.280 -8.222 -3.961
H: -1.903 -7.579 -5.532
H: 2.711 -5.903 -4.132
H: 1.269 -5.731 -5.104
H: 2.294 -4.294 -4.810
H: 1.350 -4.629 -1.151
H: 2.867 -4.885 -2.036
H: 1.914 -3.421 -2.270
H: -2.466 -4.939 -1.288
H: -1.255 -4.085 -0.334
H: -1.181 -4.013 -2.110
H: -1.012 -7.874 -0.628
H: -1.103 -6.530 0.495
H: 0.451 -7.041 -0.124
C: -0.708 4.592 1.455
N: -0.320 5.426 0.346
C: 0.974 6.076 0.447
P: -1.384 6.498 -0.339
O: -1.818 7.695 0.375
N: -0.498 6.925 -1.701
C: -0.080 5.980 -2.703
C: -0.025 8.294 -1.784
N: -2.602 5.320 -0.635
C: -2.303 3.971 -1.199
C: -3.858 6.007 -0.997
H: -1.619 4.911 1.949
H: 0.091 4.581 2.206
H: -0.849 3.560 1.113
H: 0.964 7.136 0.769
H: 1.563 5.958 -0.453
H: 1.490 5.518 1.227
H: 0.827 6.300 -3.231
H: 0.173 5.019 -2.260
H: -0.849 5.816 -3.484
H: -0.465 8.803 -2.652
H: -0.371 8.828 -0.895
H: 1.074 8.338 -1.820
H: -3.056 3.283 -0.794
H: -2.407 3.970 -2.289
H: -1.289 3.701 -0.900
H: -3.945 6.478 -1.987
H: -4.065 6.760 -0.238
H: -4.665 5.272 -0.945
C: 4.434 4.577 0.507
N: 4.998 3.992 -0.690
C: 4.559 2.661 -1.003
P: 6.463 4.654 -1.096
O: 6.457 6.116 -0.884
N: 7.688 3.972 -0.193
C: 7.918 2.487 -0.044
C: 8.673 4.883 0.358
N: 6.617 4.011 -2.609
C: 7.937 3.963 -3.220
C: 5.532 4.440 -3.523
H: 3.338 4.570 0.475
H: 4.838 5.551 0.718
H: 4.661 3.935 1.372
H: 3.542 2.637 -1.395
H: 4.558 2.112 -0.046
H: 5.217 2.191 -1.741
H: 8.960 2.149 -0.127
H: 7.466 2.118 0.895
H: 7.330 2.057 -0.859
H: 9.622 4.380 0.198
H: 8.584 5.853 -0.119
H: 8.538 4.907 1.448
H: 8.165 3.102 -3.855
H: 8.068 4.859 -3.854
H: 8.708 4.037 -2.437
H: 5.861 4.658 -4.535
H: 5.092 5.358 -3.099
H: 4.769 3.679 -3.538
C: 7.274 -0.878 -5.468
N: 6.265 0.124 -5.184
C: 6.379 1.329 -6.042
P: 4.746 -0.104 -4.503
O: 4.057 1.223 -4.524
N: 3.825 -1.102 -5.515
C: 3.079 -0.291 -6.480
C: 4.188 -2.444 -6.024
N: 5.173 -1.073 -3.235
C: 6.189 -0.608 -2.293
C: 4.060 -1.749 -2.587
H: 7.051 -1.886 -5.134
H: 8.300 -0.617 -5.140
H: 7.296 -0.905 -6.564
H: 5.447 1.857 -5.905
H: 6.455 0.992 -7.099
H: 7.257 1.962 -5.810
H: 3.656 -0.169 -7.414
H: 2.147 -0.774 -6.738
H: 2.861 0.681 -6.051
H: 3.267 -2.908 -6.410
H: 4.865 -2.312 -6.890
H: 4.684 -3.022 -5.228
H: 5.706 -0.121 -1.452
H: 6.759 -1.447 -1.863
H: 6.851 0.113 -2.782
H: 3.314 -1.869 -3.363
H: 3.654 -1.117 -1.769
H: 4.336 -2.701 -2.125
C: 1.662 0.925 -0.123
N: 0.403 0.285 0.285
C: 0.112 -0.979 -0.381
P: -0.108 0.372 1.874
O: 0.524 1.594 2.480
N: -1.760 0.272 1.672
C: -2.496 0.379 2.941
C: -2.471 0.902 0.559
N: 0.211 -0.948 2.824
C: 1.564 -0.966 3.344
C: -0.403 -2.258 2.582
H: 1.713 1.899 0.392
H: 1.623 1.120 -1.196
H: 2.585 0.373 0.111
H: 0.153 -0.903 -1.475
H: -0.884 -1.287 -0.052
H: 0.829 -1.759 -0.065
H: -2.627 1.422 3.273
H: -3.476 -0.137 2.998
H: -1.883 -0.111 3.703
H: -2.712 1.918 0.867
H: -1.911 1.004 -0.386
H: -3.397 0.362 0.329
H: 1.899 0.076 3.248
H: 1.661 -1.295 4.386
H: 2.191 -1.612 2.698
H: -1.434 -2.090 2.255
H: -0.460 -2.790 3.544
H: 0.138 -2.902 1.837
C: 3.410 -3.458 1.335
N: 4.305 -2.949 2.350
C: 4.340 -3.757 3.603
P: 5.769 -2.339 1.738
O: 5.502 -1.635 0.467
N: 6.409 -1.568 3.040
C: 5.552 -0.615 3.727
C: 7.788 -1.105 2.962
N: 6.867 -3.549 1.434
C: 6.847 -4.176 0.108
C: 7.639 -4.309 2.452
H: 3.574 -4.512 1.049
H: 3.431 -2.872 0.416
H: 2.377 -3.448 1.709
H: 5.281 -3.518 4.121
H: 4.381 -4.774 3.179
H: 3.475 -3.704 4.269
H: 4.503 -0.808 3.583
H: 5.754 -0.521 4.793
H: 5.746 0.343 3.229
H: 8.171 -0.894 3.963
H: 8.433 -1.872 2.542
H: 7.918 -0.182 2.383
H: 6.238 -5.091 0.117
H: 6.463 -3.517 -0.674
H: 7.854 -4.500 -0.132
H: 7.767 -3.631 3.286
H: 8.631 -4.673 2.142
H: 7.017 -5.164 2.781
O: -3.714 5.779 2.390
C: -4.325 4.828 2.421
O: -5.259 4.512 3.361
C: -5.789 3.170 3.087
C: -5.170 2.840 1.687
F: -6.052 3.103 0.594
O: -4.146 3.735 1.559
H: -5.563 2.512 3.950
H: -6.849 3.316 2.838
H: -4.805 1.839 1.464
O: -2.496 0.540 9.586
C: -2.300 1.185 8.636
O: -3.050 2.306 8.316
C: -2.647 2.757 7.012
C: -1.288 2.065 6.780
F: -0.237 2.809 7.177
O: -1.444 0.926 7.593
H: -3.458 2.556 6.304
H: -2.513 3.823 7.145
H: -1.038 1.692 5.774
O: 4.255 0.905 6.395
C: 3.548 1.536 5.732
O: 2.449 2.253 6.171
C: 1.825 2.836 5.030
C: 2.843 2.848 3.945
F: 3.557 4.051 3.893
O: 3.771 1.811 4.406
H: 0.988 2.200 4.697
H: 1.467 3.851 5.243
H: 2.600 2.611 2.917


(2)
This record from OMol25 describes a 8-piece molecular cluster, C37H76O19 overall. The level of theory is the ωB97M-V functional and the def2-TZVPD basis.

- E_HOMO: -9.154 eV
- Charge: 0
- Kohn-Sham gap: 7.53 eV
- Energy: -2884.21838 a.u.
- Energy above the lowest of the compared OMol25 structures with the same formula, charge and spin: 1986.8 kJ/mol
- SMILES: C#CC1=C(CCOC=O)C(=O)OC1=O.COCCOC.COCCOC.COCCOC.COCCOC.COCCOC.COCCOC.COCCOC

CARTESIAN COORDINATES (ANGSTROEM)
C: 1.061 -6.028 3.101
C: 0.781 -4.654 3.394
C: 1.195 -3.167 2.739
C: 0.388 -2.146 2.053
C: -1.196 -2.059 1.854
C: -2.007 -3.282 1.171
O: -2.182 -4.464 2.025
C: -3.524 -4.558 2.611
O: -4.574 -4.856 1.797
C: 1.542 -1.182 1.417
O: 1.450 -0.696 0.197
O: 2.903 -1.221 2.015
C: 2.611 -2.389 2.870
O: 3.244 -2.506 4.000
H: 1.296 -7.174 3.019
H: -1.500 -1.043 1.313
H: -1.620 -1.989 2.973
H: -3.084 -2.849 0.878
H: -1.420 -3.578 0.198
H: -3.656 -4.452 3.788
C: -4.025 3.157 -1.598
O: -4.982 2.111 -1.724
C: -4.371 0.844 -1.989
C: -4.280 -0.006 -0.717
O: -3.390 0.579 0.239
C: -4.085 1.278 1.267
H: -4.517 4.022 -1.149
H: -3.179 2.870 -0.968
H: -3.659 3.435 -2.593
H: -3.384 0.975 -2.447
H: -5.009 0.326 -2.713
H: -3.867 -0.986 -0.979
H: -5.271 -0.167 -0.279
H: -4.510 0.561 1.975
H: -4.879 1.914 0.866
H: -3.368 1.911 1.795
C: 1.208 0.685 -5.899
O: 1.339 2.053 -5.524
C: 0.098 2.761 -5.613
C: -0.556 2.914 -4.236
O: -0.955 1.646 -3.704
C: -0.032 1.151 -2.739
H: 2.102 0.151 -5.568
H: 0.332 0.214 -5.449
H: 1.139 0.615 -6.990
H: -0.581 2.270 -6.320
H: 0.326 3.757 -6.007
H: -1.465 3.515 -4.344
H: 0.110 3.436 -3.539
H: -0.167 1.684 -1.795
H: 1.004 1.250 -3.073
H: -0.243 0.090 -2.577
C: 1.504 0.798 9.346
O: 2.637 -0.015 9.058
C: 2.267 -1.301 8.549
C: 2.406 -1.356 7.024
O: 1.471 -0.482 6.383
C: 2.072 0.740 5.967
H: 1.844 1.828 9.477
H: 0.763 0.775 8.543
H: 1.041 0.458 10.279
H: 1.250 -1.567 8.861
H: 2.954 -2.030 8.991
H: 2.176 -2.372 6.687
H: 3.431 -1.125 6.713
H: 2.663 0.571 5.063
H: 2.707 1.171 6.745
H: 1.275 1.452 5.738
C: -7.192 -4.106 3.101
O: -7.061 -2.739 3.476
C: -8.302 -2.031 3.387
C: -8.956 -1.878 4.764
O: -9.355 -3.146 5.296
C: -8.432 -3.641 6.261
H: -6.298 -4.641 3.432
H: -8.068 -4.578 3.551
H: -7.261 -4.177 2.010
H: -8.981 -2.521 2.680
H: -8.074 -1.034 2.993
H: -9.865 -1.277 4.656
H: -8.290 -1.356 5.461
H: -8.567 -3.108 7.205
H: -7.396 -3.542 5.927
H: -8.643 -4.702 6.423
C: 1.477 2.854 -12.332
O: 2.310 2.893 -11.178
C: 1.974 3.975 -10.303
C: 1.128 3.491 -9.120
O: -0.154 3.025 -9.552
C: -0.216 1.605 -9.627
H: 1.604 1.882 -12.816
H: 0.420 2.985 -12.085
H: 1.787 3.639 -13.030
H: 1.464 4.776 -10.850
H: 2.916 4.380 -9.919
H: 0.951 4.336 -8.447
H: 1.653 2.715 -8.552
H: -0.309 1.187 -8.621
H: 0.662 1.181 -10.121
H: -1.103 1.331 -10.205
C: 2.010 6.639 0.461
O: 3.143 5.825 0.174
C: 2.773 4.540 -0.336
C: 2.912 4.484 -1.861
O: 1.978 5.358 -2.502
C: 2.578 6.581 -2.917
H: 2.351 7.669 0.593
H: 1.270 6.615 -0.341
H: 1.548 6.298 1.394
H: 1.757 4.274 -0.023
H: 3.460 3.810 0.107
H: 2.682 3.468 -2.197
H: 3.938 4.716 -2.171
H: 3.169 6.411 -3.822
H: 3.213 7.011 -2.139
H: 1.781 7.293 -3.147
C: 6.503 -3.740 3.723
O: 7.748 -3.745 3.033
C: 8.190 -5.069 2.720
C: 7.895 -5.423 1.258
O: 6.486 -5.495 1.014
C: 5.986 -4.319 0.386
H: 6.101 -2.724 3.702
H: 5.774 -4.413 3.266
H: 6.665 -4.033 4.766
H: 7.742 -5.802 3.401
H: 9.275 -5.090 2.874
H: 8.306 -6.416 1.048
H: 8.372 -4.711 0.576
H: 6.256 -4.326 -0.674
H: 6.367 -3.409 0.856
H: 4.897 -4.323 0.471


(3)
This record from OMol25 describes an isolated molecule of C7H13F. The level of theory is the ωB97M-V functional and the def2-TZVPD basis.

- E_HOMO: -9.938 eV
- Charge: 0
- Kohn-Sham gap: 10.98 eV
- Energy: -374.33481 a.u.
- Energy above the lowest of the compared OMol25 structures with the same formula, charge and spin: 65.0 kJ/mol
- SMILES: CCC1([C@@H](C)F)CC1

CARTESIAN COORDINATES (ANGSTROEM)
C: 0.267 1.907 1.258
C: 0.469 1.451 -0.156
C: 0.042 0.005 -0.524
C: 0.696 -1.069 0.317
C: -0.273 -1.889 1.177
F: 1.425 -1.904 -0.533
C: -0.103 -0.252 -2.043
C: -1.285 -0.227 -1.071
H: -0.790 1.957 1.592
H: 0.886 1.191 1.870
H: 0.683 2.877 1.483
H: 1.493 1.540 -0.427
H: -0.039 2.128 -0.848
H: 1.463 -0.662 0.944
H: -0.913 -1.153 1.623
H: -0.965 -2.532 0.624
H: 0.174 -2.471 1.962
H: 0.176 0.597 -2.629
H: 0.310 -1.149 -2.510
H: -1.800 0.749 -1.164
H: -1.917 -1.096 -0.944


Q: The lowest energy above the lowest of the compared OMol25 structures with the same formula, charge and spin belongs to which entry?
A: C63H171F3N27O18P9